Record 1
The following is a DFT calculation (the ωB97M-V functional and the def2-TZVPD basis) of FHO4 as an isolated structure in a non-equilibrium geometry.

XYZ file:
```
6
Properties=species:S:1:pos:R:3:forces:R:3
O -0.076 -0.312 1.077 -2.51 -0.12 1.47
O -0.146 -1.628 1.119 -0.22 0.87 -0.06
O 0.827 -0.331 -1.445 0.34 0.35 -0.13
O 0.029 0.307 -0.862 -0.25 0.22 -2.42
F 0.383 1.871 -0.680 0.31 0.17 -0.11
H -1.016 0.093 0.789 2.32 -1.48 1.26
```
Positions in Å, forces in eV/Å.

* ΔE to the lowest compared entry with this formula, charge and spin: 79.71 kJ/mol
* molar mass: 84.0 g mol⁻¹
* HOMO level (alpha / beta): -11.315 / -10.943 eV
* orbital gap (alpha / beta): 9.49 / 9.18 eV
* energy: -10912.10818 eV

Calculated atomic charges, method natural (NBO), unit e: number 1, O, carries -0.282; number 2, O, carries -0.156; number 3, O, carries 0.035; number 4, O, carries 0.233; number 5, F, carries -0.294; number 6, H, carries 0.464

***

Record 2
The following is a DFT calculation (the ωB97M-V functional and the def2-TZVPD basis) of one molecule with the formula C20H16N4O in a non-equilibrium geometry.

XYZ file:
```
41
Properties=species:S:1:pos:R:3:forces:R:3
N 0.598 -0.272 1.280 -1.30 0.15 -0.96
N -0.049 1.346 -2.748 -1.03 -0.42 -0.11
N -2.355 0.827 -2.544 0.34 0.31 -0.69
O -1.697 1.856 -4.497 1.61 -0.89 1.48
C 0.409 -0.920 2.398 -1.87 -1.58 -0.82
C -0.628 -0.344 0.542 0.20 -1.41 1.05
C -1.550 -1.096 1.253 1.62 0.71 0.43
C -1.342 1.353 -3.237 1.37 -0.70 1.07
C 0.187 0.730 -1.532 0.07 1.80 -2.79
C -2.054 0.260 -1.374 -3.97 -0.98 -1.68
C 1.078 3.354 -7.247 -1.61 -2.06 2.77
C 0.164 -3.084 7.044 0.95 2.03 -0.46
C 0.192 4.193 -6.550 -0.08 0.40 -0.29
C 1.132 1.977 -6.870 -0.47 1.97 0.06
C 0.725 -1.789 7.145 -0.46 -1.90 -2.14
C 0.144 -3.712 5.809 -0.79 -1.07 1.92
C -0.673 3.686 -5.606 1.05 -2.27 -0.50
C 0.288 1.422 -5.942 -1.71 0.03 0.27
C 1.213 -1.197 5.998 -0.98 -0.99 -2.24
C 0.658 -3.240 4.629 0.41 0.87 0.34
C -0.666 2.267 -5.397 -1.04 2.01 1.82
C -0.843 0.142 -0.840 2.98 0.57 2.66
C 1.173 -1.935 4.718 -0.53 1.35 0.37
N -0.887 -1.491 2.401 1.80 1.53 -0.70
C 1.502 -1.244 3.400 1.25 1.00 0.12
H -2.595 -1.285 1.099 -0.01 -0.21 -0.06
H 1.231 0.787 -1.167 -0.83 -0.15 -0.23
H -2.927 -0.298 -0.943 0.78 0.90 -0.03
H 1.805 3.717 -7.857 1.74 1.07 -1.89
H -0.332 -3.447 7.922 -0.16 -0.63 0.06
H 0.064 5.290 -6.626 0.87 -0.73 -0.63
H 1.846 1.275 -7.163 1.37 -0.40 -1.28
H 0.573 -1.235 8.006 0.10 1.00 1.69
H -0.403 -4.618 5.885 -0.23 -1.11 -0.63
H -1.176 4.440 -5.035 -0.88 -0.49 0.43
H 0.304 0.339 -5.743 -0.02 0.75 0.13
H 1.317 -0.108 6.016 0.64 -0.42 -0.34
H 0.578 -3.879 3.716 0.24 1.04 0.69
H -1.270 -1.951 3.175 -0.62 -0.68 1.04
H 1.979 -0.242 3.567 -0.16 -0.93 0.08
H 2.285 -1.876 2.915 -0.62 0.54 -0.03
```
Positions in Å, forces in eV/Å.

* ΔE to the lowest compared entry with this formula, charge and spin: 277.50 kJ/mol
* molar mass: 328.4 g mol⁻¹
* HOMO level: -8.223 eV
* SMILES: c1ccc(Cc2nc(-c3cnc(Oc4ccccc4)nc3)c[nH]2)cc1
* orbital gap: 8.82 eV
* energy: -29005.78694 eV

Calculated atomic charges, method natural (NBO), unit e: number 1, N, carries -0.464; number 2, N, carries -0.497; number 3, N, carries -0.459; number 4, O, carries -0.485; number 5, C, carries 0.373; number 6, C, carries 0.087; number 7, C, carries -0.089; number 8, C, carries 0.663; number 9, C, carries 0.113; number 10, C, carries 0.102; number 11, C, carries -0.223; number 12, C, carries -0.213; number 13, C, carries -0.197; number 14, C, carries -0.188; number 15, C, carries -0.189; number 16, C, carries -0.207; number 17, C, carries -0.249; number 18, C, carries -0.258; number 19, C, carries -0.219; number 20, C, carries -0.244; number 21, C, carries 0.313; number 22, C, carries -0.188; number 23, C, carries 0.003; number 24, N, carries -0.532; number 25, C, carries -0.481; number 26, H, carries 0.222; number 27, H, carries 0.227; number 28, H, carries 0.190; number 29, H, carries 0.209; number 30, H, carries 0.215; number 31, H, carries 0.216; number 32, H, carries 0.211; number 33, H, carries 0.209; number 34, H, carries 0.208; number 35, H, carries 0.229; number 36, H, carries 0.233; number 37, H, carries 0.220; number 38, H, carries 0.233; number 39, H, carries 0.416; number 40, H, carries 0.245; number 41, H, carries 0.244

***

Record 3
The following is a DFT calculation (the ωB97M-V functional and the def2-TZVPD basis) of a 5-piece molecular cluster, C29H70N9O8 overall in a non-equilibrium geometry.

XYZ file:
```
116
Properties=species:S:1:pos:R:3:forces:R:3
C -0.910 0.405 -5.628 0.55 1.14 1.17
C -0.190 0.110 -4.264 -0.40 -0.63 -1.74
N -0.220 -1.086 -3.821 0.15 1.24 0.29
C 0.522 1.300 -3.603 -1.32 0.19 -0.64
N 0.479 1.282 -2.126 1.78 0.85 -2.78
C 1.346 1.996 -1.419 -0.81 -0.68 2.92
N 1.072 1.838 -0.081 -0.30 -0.81 -1.69
C 0.022 1.005 -0.073 -0.47 -0.65 0.04
N -0.716 0.495 0.957 -0.21 0.23 0.25
N -0.375 0.650 -1.335 1.15 1.07 1.31
H -0.324 0.007 -6.478 -0.42 0.13 0.48
H -1.927 -0.019 -5.552 0.58 0.08 -0.33
H -1.009 1.509 -5.726 -0.04 -0.75 -0.34
H -0.752 -1.607 -4.527 0.17 -0.38 0.52
H 1.563 1.453 -3.956 -0.52 -0.52 0.42
H -0.025 2.214 -3.932 0.30 -0.58 0.32
H 2.159 2.640 -1.769 -0.54 -0.50 -0.29
H -0.425 -0.332 1.463 -0.03 0.44 0.02
H -1.538 1.014 1.249 0.31 -0.33 0.23
H -1.140 0.048 -1.631 0.39 -0.01 -0.17
C 4.319 -6.162 -6.550 -0.23 0.01 0.01
O 3.556 -5.779 -5.419 0.31 -0.09 -0.09
C 4.316 -5.612 -4.225 -0.26 0.14 0.34
C 4.495 -4.137 -3.880 0.17 -0.24 -0.28
N 5.398 -3.473 -4.815 -0.32 0.20 0.03
C 5.341 -2.011 -4.780 0.15 -0.28 -0.09
C 3.989 -1.320 -4.985 0.19 0.31 -0.01
O 3.473 -1.399 -6.303 -0.18 0.06 0.22
C 2.865 -2.635 -6.638 0.04 0.18 -0.27
H 3.626 -6.515 -7.314 -0.03 0.01 0.07
H 4.874 -5.317 -6.968 0.16 -0.08 -0.04
H 5.012 -6.972 -6.310 0.04 0.05 -0.01
H 5.276 -6.138 -4.278 -0.01 0.15 -0.15
H 3.737 -6.079 -3.424 0.04 0.06 0.02
H 4.900 -4.049 -2.868 -0.03 -0.02 0.01
H 3.496 -3.686 -3.886 -0.08 -0.08 0.15
H 5.185 -3.772 -5.757 0.04 -0.06 0.04
H 6.016 -1.659 -5.564 -0.05 0.12 0.06
H 5.766 -1.676 -3.827 -0.11 0.03 0.03
H 4.155 -0.252 -4.801 0.04 -0.01 -0.09
H 3.229 -1.630 -4.256 -0.01 -0.23 -0.03
H 2.316 -3.068 -5.798 0.13 -0.08 0.05
H 3.612 -3.334 -7.016 -0.13 -0.21 0.12
H 2.160 -2.453 -7.451 0.03 0.10 0.03
C -1.233 4.120 0.044 -0.29 -0.05 0.09
O -1.994 4.414 1.194 0.21 -0.21 -0.16
C -1.228 4.492 2.398 -0.03 0.18 0.42
C -1.051 5.931 2.861 0.09 -0.08 -0.36
N -0.154 6.676 1.983 -0.19 0.03 0.00
C -0.206 8.134 2.139 0.11 -0.15 -0.11
C -1.553 8.849 1.995 0.18 0.26 0.03
O -2.075 8.879 0.676 -0.04 -0.11 0.14
C -2.691 7.682 0.245 0.05 0.29 -0.22
H -1.926 3.822 -0.748 -0.07 0.06 0.04
H -0.677 4.992 -0.313 0.17 -0.08 -0.06
H -0.541 3.293 0.236 -0.12 0.47 0.03
H -0.265 3.976 2.300 -0.01 0.14 -0.18
H -1.801 3.959 3.156 0.08 0.03 -0.01
H -0.643 5.931 3.876 -0.02 0.00 0.00
H -2.050 6.379 2.897 -0.07 -0.08 0.16
H -0.371 6.457 1.021 -0.04 0.00 0.04
H 0.469 8.545 1.383 -0.02 0.08 0.07
H 0.224 8.387 3.113 -0.10 0.02 0.02
H -1.382 9.895 2.261 0.00 -0.04 -0.06
H -2.309 8.483 2.699 -0.02 -0.16 -0.05
H -3.240 7.186 1.049 0.10 -0.08 0.03
H -1.947 7.011 -0.192 -0.10 -0.23 0.09
H -3.397 7.935 -0.547 0.01 0.09 0.05
C -6.920 1.748 7.112 -0.09 -0.19 -0.10
O -7.530 1.688 5.834 0.13 0.23 0.21
C -7.705 2.953 5.205 -0.20 -0.04 -0.33
C -6.707 3.163 4.074 0.09 -0.03 0.32
N -5.350 3.355 4.579 0.04 -0.27 -0.20
C -4.294 3.205 3.577 -0.19 0.10 0.25
C -4.215 1.908 2.766 0.25 0.08 -0.07
O -3.802 0.764 3.496 -0.03 0.05 -0.20
C -4.807 0.168 4.302 0.27 -0.15 0.12
H -7.077 0.787 7.601 -0.04 0.01 -0.07
H -5.840 1.911 7.036 0.03 0.11 0.13
H -7.365 2.531 7.732 0.05 0.03 -0.01
H -7.675 3.773 5.932 0.16 -0.09 -0.01
H -8.709 2.943 4.771 0.03 0.02 0.00
H -7.001 4.044 3.495 0.01 -0.01 -0.01
H -6.779 2.287 3.420 -0.15 0.03 -0.07
H -5.173 2.692 5.321 -0.07 0.04 0.02
H -3.349 3.317 4.113 -0.03 -0.04 -0.01
H -4.361 4.049 2.881 0.00 -0.09 -0.10
H -3.437 2.064 2.008 -0.02 0.07 0.03
H -5.134 1.697 2.209 -0.11 0.00 0.12
H -5.790 0.201 3.828 -0.02 0.12 0.05
H -4.831 0.641 5.285 -0.26 0.00 0.00
H -4.536 -0.877 4.457 0.06 0.03 -0.10
C 1.726 -6.265 -0.987 0.22 -0.08 -0.06
O 2.778 -5.331 -0.812 -0.39 0.05 -0.03
C 2.378 -4.109 -0.204 0.36 0.25 0.04
C 2.836 -4.019 1.246 -0.20 -0.33 -0.10
N 2.097 -4.937 2.105 0.19 0.00 -0.01
C 2.703 -5.176 3.420 -0.17 -0.05 -0.12
C 4.151 -5.672 3.493 -0.06 -0.06 0.30
O 4.345 -7.007 3.061 0.05 0.19 -0.06
C 4.379 -7.188 1.657 -0.02 -0.29 0.20
H 2.072 -7.029 -1.684 0.04 0.05 0.01
H 1.469 -6.764 -0.049 -0.16 0.00 -0.01
H 0.834 -5.790 -1.406 -0.01 0.00 0.04
H 1.297 -3.947 -0.300 0.02 -0.17 0.09
H 2.877 -3.312 -0.766 -0.01 0.01 0.01
H 2.687 -2.995 1.606 0.03 0.01 0.01
H 3.911 -4.228 1.253 0.06 0.17 -0.07
H 2.005 -5.829 1.638 0.01 0.04 -0.03
H 2.073 -5.919 3.915 0.06 0.04 0.07
H 2.618 -4.254 4.005 0.11 0.01 -0.01
H 4.429 -5.668 4.550 -0.03 -0.03 -0.04
H 4.859 -5.000 2.996 -0.05 0.00 -0.16
H 4.876 -6.360 1.145 -0.10 0.06 -0.02
H 3.368 -7.336 1.271 0.04 0.13 -0.23
H 4.937 -8.102 1.450 0.03 0.03 0.10
```
Positions in Å, forces in eV/Å.

* molar mass: 672.9 g mol⁻¹
* HOMO level: -10.370 eV
* orbital gap: 6.86 eV
* energy: -60985.50187 eV
* charge: +1

Results of the Mulliken charge analysis, in e, for atoms 1 through 99: number 1, C, carries -1.371; number 2, C, carries 0.699; number 3, N, carries -0.569; number 4, C, carries -0.516; number 5, N, carries 0.421; number 6, C, carries -0.070; number 7, N, carries -0.502; number 8, C, carries 0.219; number 9, N, carries -0.204; number 10, N, carries -0.104; number 11, H, carries 0.294; number 12, H, carries 0.415; number 13, H, carries 0.396; number 14, H, carries 0.265; number 15, H, carries 0.284; number 16, H, carries 0.321; number 17, H, carries 0.457; number 18, H, carries 0.187; number 19, H, carries 0.163; number 20, H, carries 0.282; number 21, C, carries -0.719; number 22, O, carries -0.352; number 23, C, carries -0.725; number 24, C, carries 0.136; number 25, N, carries -0.367; number 26, C, carries -0.978; number 27, C, carries -0.050; number 28, O, carries -0.473; number 29, C, carries -0.526; number 30, H, carries 0.238; number 31, H, carries 0.302; number 32, H, carries 0.336; number 33, H, carries 0.461; number 34, H, carries 0.170; number 35, H, carries 0.369; number 36, H, carries -0.023; number 37, H, carries 0.136; number 38, H, carries 0.380; number 39, H, carries 0.404; number 40, H, carries 0.356; number 41, H, carries 0.148; number 42, H, carries 0.244; number 43, H, carries 0.180; number 44, H, carries 0.341; number 45, C, carries -0.532; number 46, O, carries -0.199; number 47, C, carries -0.734; number 48, C, carries -0.278; number 49, N, carries -0.329; number 50, C, carries -0.736; number 51, C, carries -0.458; number 52, O, carries -0.449; number 53, C, carries -0.440; number 54, H, carries 0.287; number 55, H, carries 0.327; number 56, H, carries -0.032; number 57, H, carries 0.403; number 58, H, carries 0.210; number 59, H, carries 0.440; number 60, H, carries 0.138; number 61, H, carries 0.113; number 62, H, carries 0.379; number 63, H, carries 0.388; number 64, H, carries 0.359; number 65, H, carries 0.342; number 66, H, carries 0.246; number 67, H, carries 0.109; number 68, H, carries 0.368; number 69, C, carries -0.676; number 70, O, carries -0.329; number 71, C, carries -0.823; number 72, C, carries -0.130; number 73, N, carries -0.259; number 74, C, carries -0.749; number 75, C, carries 0.298; number 76, O, carries -0.456; number 77, C, carries -0.516; number 78, H, carries 0.234; number 79, H, carries 0.282; number 80, H, carries 0.322; number 81, H, carries 0.392; number 82, H, carries 0.408; number 83, H, carries 0.369; number 84, H, carries 0.147; number 85, H, carries 0.061; number 86, H, carries 0.374; number 87, H, carries 0.267; number 88, H, carries -0.270; number 89, H, carries 0.348; number 90, H, carries 0.311; number 91, H, carries 0.095; number 92, H, carries 0.318; number 93, C, carries -0.983; number 94, O, carries -0.188; number 95, C, carries -0.877; number 96, C, carries -0.187; number 97, N, carries -0.323; number 98, C, carries -0.702; number 99, C, carries -0.461

***

Record 4
The following is a DFT calculation (the ωB97M-V functional and the def2-TZVPD basis) of a 2-piece molecular cluster, C12H13NOSi overall in a non-equilibrium geometry.

XYZ file:
```
28
Properties=species:S:1:pos:R:3:forces:R:3
C -1.577 3.150 2.582 -0.23 2.14 -1.62
C -0.256 3.467 2.155 -2.42 -3.14 1.50
C -1.955 1.834 2.668 3.00 -1.12 -0.17
C 0.650 2.439 2.047 -0.39 0.82 -0.10
C -1.018 0.800 2.448 1.20 3.32 -0.34
C 0.329 1.122 2.127 -1.48 -2.49 0.29
C -0.785 -2.676 -2.065 1.05 -0.18 1.29
C 0.245 -2.526 -1.191 -0.45 1.99 -4.10
C 0.602 -1.485 -3.743 -0.47 -0.01 -0.27
C 1.040 -0.275 -0.984 -0.07 1.21 2.52
C -0.833 -1.824 -3.325 0.23 1.66 0.82
C 1.441 -1.574 -1.580 -0.65 -2.10 0.44
N 1.600 -1.475 -2.991 1.04 0.45 0.14
O 0.468 0.637 -1.489 0.59 -0.79 0.48
Si 1.555 -0.262 1.743 -1.87 1.76 -2.69
H -2.349 3.978 2.647 1.10 -1.10 0.31
H 0.112 4.407 2.135 0.70 3.05 -0.23
H -2.795 1.463 3.117 -2.70 -0.13 0.70
H 1.652 2.712 1.999 1.80 0.41 -0.58
H -1.329 -0.153 2.684 -0.46 -2.18 0.11
H -1.506 -3.471 -1.749 0.24 1.02 -0.86
H 0.248 -3.078 -0.345 0.35 -1.57 2.66
H 0.905 -1.246 -4.764 -0.88 -0.25 -0.30
H -1.326 -2.231 -4.184 -0.50 -0.55 -0.24
H -1.376 -0.821 -3.098 0.84 -1.52 -0.28
H 2.398 -1.938 -1.146 -0.76 0.36 0.00
H 1.020 -1.415 2.470 0.60 -0.47 0.16
H 2.838 0.440 1.835 0.57 -0.61 0.35
```
Positions in Å, forces in eV/Å.

* ΔE to the lowest compared entry with this formula, charge and spin: 141.13 kJ/mol
* molar mass: 215.3 g mol⁻¹
* HOMO level (alpha / beta): -7.538 / -7.539 eV
* orbital gap (alpha / beta): 7.61 / 7.61 eV
* energy: -24065.21053 eV

Calculated atomic charges, method natural (NBO), unit e: number 1, C, carries -0.196; number 2, C, carries -0.197; number 3, C, carries -0.227; number 4, C, carries -0.202; number 5, C, carries -0.177; number 6, C, carries -0.445; number 7, C, carries -0.171; number 8, C, carries -0.182; number 9, C, carries 0.155; number 10, C, carries 0.533; number 11, C, carries -0.539; number 12, C, carries -0.268; number 13, N, carries -0.407; number 14, O, carries -0.531; number 15, Si, carries 0.784; number 16, H, carries 0.214; number 17, H, carries 0.204; number 18, H, carries 0.206; number 19, H, carries 0.200; number 20, H, carries 0.197; number 21, H, carries 0.225; number 22, H, carries 0.205; number 23, H, carries 0.192; number 24, H, carries 0.234; number 25, H, carries 0.260; number 26, H, carries 0.234; number 27, H, carries -0.151; number 28, H, carries -0.149